[1]
# C43H50Ba2F11N3O27S6

A molecular structure, C43H50Ba2F11N3O27S6 at a distorted geometry (ωB97M-V/def2-TZVPD, the Open Molecules 2025 dataset).

## Properties
Highest occupied orbital energy   -0.34326 Ha
Total charge   0
Gap between HOMO and LUMO   8.939 eV
LUMO   -0.40 eV

Last column: Mulliken charge in e.
Geometry (Å):
Ba: -0.135 4.166 -2.123  2.050
Ba: 2.821 0.436 -3.125  0.987
N: 0.390 2.865 -4.831  -0.163
S: 1.730 2.588 -5.769  0.622
O: 1.663 3.214 -7.002  -0.547
O: 1.958 1.231 -5.736  -0.617
F: 2.856 3.176 -4.980  -0.103
S: -1.076 2.353 -5.020  1.058
O: -1.529 2.047 -6.365  -0.604
O: -1.872 3.262 -4.146  -0.560
F: -0.927 1.017 -4.236  -0.093
N: 4.738 -1.690 -4.062  -0.320
S: 5.735 -1.518 -5.230  0.868
O: 5.223 -2.095 -6.484  -0.588
O: 7.131 -1.801 -4.949  -0.580
F: 5.527 -0.002 -5.466  -0.209
S: 4.215 -3.111 -3.458  1.163
O: 4.888 -3.652 -2.330  -0.601
O: 3.751 -4.005 -4.449  -0.594
F: 2.859 -2.490 -2.851  -0.076
N: 3.216 3.038 -0.864  -0.107
S: 2.581 3.100 0.594  0.056
O: 1.360 3.925 0.547  -0.064
O: 3.422 3.357 1.725  -0.476
F: 1.995 1.707 0.601  0.421
S: 3.982 4.127 -1.612  0.929
O: 4.709 3.611 -2.747  -0.586
O: 4.468 5.153 -0.711  -0.630
F: 2.696 4.753 -2.306  -0.283
O: -0.781 0.707 -0.325  0.720
C: 0.251 0.579 -1.092  -1.083
O: 0.429 1.660 -1.762  0.180
O: 0.964 -0.415 -1.117  -0.359
H: -0.843 -0.148 0.104  -0.401
F: -0.650 -3.071 0.512  -0.007
C: 0.498 -3.590 1.068  0.693
C: 0.578 -3.556 2.477  0.804
C: 1.614 -4.181 3.177  -0.929
C: 2.548 -4.845 2.412  -0.652
C: 2.459 -4.793 0.987  -0.493
C: 1.424 -4.234 0.288  -0.848
H: -0.259 -3.103 3.019  -0.614
H: 1.668 -4.234 4.253  0.492
H: 3.346 -5.346 2.867  0.482
H: 3.324 -5.258 0.505  0.355
H: 1.397 -4.192 -0.769  0.580
F: -3.681 -3.532 5.871  -0.397
C: -3.410 -2.420 5.151  0.271
C: -4.367 -1.362 5.218  -1.075
C: -4.065 -0.258 4.371  -0.451
C: -2.989 -0.293 3.547  -0.535
C: -2.071 -1.358 3.505  0.479
C: -2.265 -2.429 4.387  -0.494
H: -5.277 -1.407 5.735  0.516
H: -4.690 0.633 4.278  0.435
H: -2.769 0.592 2.953  0.523
H: -1.159 -1.267 2.889  0.137
H: -1.571 -3.262 4.449  0.613
F: -2.860 -7.846 -0.747  -0.335
C: -2.930 -7.237 0.451  0.298
C: -3.638 -7.866 1.439  -0.742
C: -3.644 -7.267 2.680  -0.389
C: -3.131 -5.993 2.856  -0.590
C: -2.506 -5.320 1.809  0.441
C: -2.316 -5.996 0.594  -0.832
H: -4.162 -8.785 1.373  0.469
H: -4.150 -7.752 3.498  0.380
H: -3.180 -5.422 3.811  0.234
H: -2.087 -4.337 2.005  0.303
H: -1.751 -5.580 -0.160  0.737
F: -0.137 0.965 3.743  0.182
C: 0.795 1.655 4.451  0.013
C: 1.026 1.178 5.720  -0.794
C: 1.960 1.874 6.434  -0.510
C: 2.541 2.999 5.952  -0.745
C: 2.198 3.547 4.714  -0.626
C: 1.350 2.818 3.928  0.050
H: 0.523 0.338 6.055  0.647
H: 2.168 1.532 7.430  0.377
H: 3.243 3.488 6.566  0.434
H: 2.620 4.476 4.387  0.476
H: 1.153 3.044 2.876  0.368
F: -3.503 -0.174 -0.448  -0.049
C: -4.328 -0.754 0.453  0.748
C: -4.056 -2.142 0.689  -0.976
C: -4.924 -2.794 1.546  0.042
C: -6.077 -2.159 2.005  -1.181
C: -6.218 -0.814 1.795  -0.302
C: -5.346 -0.070 1.045  -0.594
H: -3.272 -2.649 0.169  0.584
H: -4.818 -3.864 1.677  0.413
H: -6.756 -2.718 2.590  0.477
H: -7.026 -0.330 2.298  0.375
H: -5.493 1.001 1.058  0.472
C: -3.853 2.311 -1.415  -0.283
O: -4.437 3.636 -1.682  -0.504
C: -3.664 4.706 -1.590  0.430
O: -2.482 4.640 -1.487  -0.279
O: -4.239 5.876 -1.758  -0.301
C: -5.656 6.160 -1.639  -0.722
H: -3.621 2.248 -0.349  0.197
H: -2.911 2.161 -1.889  0.064
H: -4.548 1.544 -1.655  0.436
H: -6.084 5.740 -0.724  0.311
H: -6.210 5.617 -2.383  0.323
H: -5.803 7.225 -1.686  0.257
C: -0.905 -2.474 -3.357  -0.579
O: -0.280 -2.837 -4.578  -0.506
C: 0.689 -2.097 -5.016  0.271
O: 1.135 -1.197 -4.297  0.922
O: 1.052 -2.519 -6.192  -0.471
C: 2.190 -1.874 -6.854  -0.093
H: -0.323 -2.586 -2.482  0.201
H: -1.739 -3.118 -3.234  0.403
H: -1.311 -1.475 -3.289  0.129
H: 2.855 -1.560 -6.085  -0.135
H: 1.773 -1.016 -7.427  0.270
H: 2.615 -2.645 -7.474  0.256
C: 6.950 -0.596 -1.687  -0.428
O: 6.461 -0.852 -0.387  -0.435
C: 5.177 -0.757 -0.210  0.571
O: 4.353 -0.367 -1.096  0.152
O: 4.808 -1.042 1.008  -0.469
C: 3.431 -0.945 1.448  0.451
H: 6.578 -1.254 -2.483  0.130
H: 8.045 -0.705 -1.610  0.254
H: 6.749 0.444 -1.963  0.214
H: 2.713 -0.597 0.732  -0.334
H: 3.354 -0.376 2.423  0.300
H: 3.078 -1.912 1.758  -0.074
C: -1.467 5.174 1.695  -0.478
O: -0.421 6.130 1.959  -0.386
C: 0.332 6.502 0.972  0.883
O: 0.131 6.340 -0.240  -0.594
O: 1.388 7.196 1.476  -0.374
C: 2.335 7.621 0.540  -0.483
H: -1.993 5.397 0.786  0.157
H: -2.214 5.336 2.495  0.349
H: -1.084 4.170 1.739  0.204
H: 2.982 6.819 0.231  0.123
H: 2.974 8.368 0.999  0.262
H: 1.796 8.009 -0.361  0.257

***

[2]
# C5H8

C5H8 in the gas phase at a distorted geometry (ωB97M-V/def2-TZVPD, the Open Molecules 2025 dataset).

## Properties
Energy relative to the best compared isomer or geometry (same formula, charge and spin)   250.44 kJ/mol
Highest occupied orbital energy   -0.30761 Ha
Total charge   0
SMILES   C=C=CCC
Gap between HOMO and LUMO   9.332 eV
LUMO   0.96 eV

Last column: natural (NBO) charge in e.
Geometry (Å):
C: -1.557 0.009 -0.710  -0.603
C: -0.837 0.651 0.464  -0.400
C: 0.260 -0.208 1.044  -0.357
C: 1.347 -0.240 0.346  0.175
C: 2.284 -0.415 -0.534  -0.586
H: -0.849 -0.205 -1.521  0.211
H: -2.000 -0.941 -0.398  0.203
H: -2.339 0.670 -1.095  0.207
H: -0.374 1.597 0.144  0.203
H: -1.515 0.899 1.285  0.210
H: 0.184 -0.710 1.998  0.233
H: 2.406 -1.480 -0.245  0.270
H: 2.991 0.375 -0.780  0.232

***

[3]
# C20H21BrMnN4O7

A molecular structure, C20H21BrMnN4O7 (ωB97M-V/def2-TZVPD, the Open Molecules 2025 dataset).

## Properties
Energy relative to the best compared isomer or geometry (same formula, charge and spin)   2.18 kJ/mol
Highest occupied orbital energy (alpha / beta)   -0.32632 / -0.34457 Ha
Total charge   0
Multiplicity   6
Gap between HOMO and LUMO (alpha / beta)   8.518 / 9.005 eV
LUMO (alpha / beta)   -0.36 / -0.37 eV
<S²>   8.753

Last column: Löwdin spin population.
Geometry (Å):
Mn: 0.056 -0.636 0.733  4.691
Br: 1.275 2.001 3.347  0.003
C: 0.605 0.362 4.002  0.004
C: 0.568 0.199 5.364  0.000
C: 0.074 -0.993 5.849  0.001
C: -0.401 -1.950 4.965  0.000
C: -0.324 -1.688 3.605  0.003
N: 0.171 -0.526 3.132  0.029
C: -0.853 -2.728 2.603  0.009
O: -1.368 -3.720 3.092  0.011
O: -0.663 -2.442 1.373  0.054
H: 0.954 0.970 6.017  0.000
H: 0.020 -1.169 6.908  0.000
H: -0.802 -2.904 5.273  0.000
N: 4.297 0.193 0.619  0.003
C: 4.354 -1.112 1.074  0.001
C: 3.071 -1.497 1.279  0.006
N: 2.226 -0.465 0.927  0.036
C: 2.990 0.526 0.513  0.009
H: 5.065 0.772 0.346  0.000
H: 5.285 -1.583 1.291  0.000
H: 2.700 -2.428 1.677  0.000
H: 2.663 1.516 0.212  0.001
C: -2.656 0.796 2.170  0.004
C: -2.226 1.709 1.048  0.004
O: -0.842 1.467 0.728  0.036
C: -0.418 2.256 -0.383  0.004
C: -0.151 3.697 -0.003  0.001
H: -3.686 1.034 2.479  0.000
H: -2.033 0.936 3.040  0.000
H: -2.607 -0.262 1.852  0.002
H: -2.319 2.754 1.354  0.001
H: -2.812 1.542 0.134  0.000
H: -1.180 2.183 -1.165  0.000
H: 0.496 1.800 -0.771  0.001
H: -1.039 4.152 0.424  0.000
H: 0.160 4.251 -0.897  0.000
H: 0.671 3.751 0.702  0.000
O: -1.408 -0.745 -1.109  0.030
C: -0.405 -0.672 -1.851  0.011
O: 0.748 -0.500 -1.356  0.040
C: -0.565 -0.734 -3.336  0.001
C: -1.747 -1.199 -3.874  0.001
C: -1.901 -1.265 -5.238  0.000
C: -0.852 -0.869 -6.027  0.001
C: 0.345 -0.411 -5.530  0.000
C: 0.487 -0.358 -4.157  0.001
N: -1.019 -0.929 -7.491  0.000
O: -0.077 -0.581 -8.183  0.000
O: -2.089 -1.325 -7.938  0.000
H: -2.529 -1.453 -3.179  0.000
H: -2.813 -1.590 -5.717  0.000
H: 1.121 -0.118 -6.214  0.000
H: 1.383 -0.017 -3.713  0.000

***

[4]
# C26H45IN2O9

3 unconnected molecules or ions with the total composition C26H45IN2O9 at a distorted geometry (ωB97M-V/def2-TZVPD, the Open Molecules 2025 dataset).

## Properties
Highest occupied orbital energy   -0.32041 Ha
Total charge   0
SMILES   CCOCCOCCOCc1cc2c(cc1N)C(=O)N([C@H](I)CC)C2=O.COCCOC.COCCOC
Gap between HOMO and LUMO   7.225 eV
LUMO   -1.49 eV

Last column: Mulliken charge in e.
Geometry (Å):
C: 0.268 2.169 4.045  -0.730
C: -0.179 2.012 2.465  -0.124
O: 0.969 2.428 1.635  -0.330
C: 0.638 2.319 0.183  -0.203
C: 2.038 1.901 -0.591  -0.187
O: 2.085 2.292 -2.009  -0.398
C: 1.622 1.220 -2.903  -0.063
C: 2.856 0.473 -3.740  -0.457
O: 3.945 0.278 -2.769  -0.229
C: 4.802 -0.873 -3.119  -0.516
C: 4.118 -2.326 -2.702  0.451
C: 2.807 -2.245 -1.698  -0.128
C: 2.076 -3.656 -1.291  -0.122
C: 2.593 -5.114 -1.833  -0.008
C: 3.909 -5.237 -2.803  -0.553
C: 4.655 -3.799 -3.219  0.149
N: 5.899 -3.790 -4.115  -0.569
C: 1.563 -6.273 -1.239  0.294
O: 1.601 -7.604 -1.457  -0.536
N: 0.613 -5.416 -0.433  0.309
C: -0.643 -6.058 0.112  -0.957
I: -0.067 -7.564 1.618  0.069
C: -1.693 -6.607 -1.024  -0.143
C: -2.992 -5.580 -1.222  -0.859
C: 0.757 -3.915 -0.321  0.469
O: 0.093 -2.988 0.375  -0.603
H: -0.691 2.162 4.753  0.084
H: 0.961 1.288 4.388  0.258
H: 0.892 3.167 4.245  0.283
H: -0.393 0.866 2.229  0.216
H: -1.123 2.696 2.259  0.224
H: -0.159 1.451 0.097  0.262
H: 0.190 3.343 -0.180  0.145
H: 2.179 0.748 -0.420  -0.006
H: 2.914 2.438 0.015  0.310
H: 0.980 0.448 -2.272  0.186
H: 0.873 1.678 -3.710  0.091
H: 3.165 1.078 -4.706  0.293
H: 2.406 -0.577 -4.087  0.322
H: 5.780 -0.763 -2.445  0.271
H: 5.066 -0.802 -4.265  0.263
H: 2.342 -1.254 -1.282  0.213
H: 4.290 -6.278 -3.182  0.239
H: 5.703 -3.349 -5.040  0.244
H: 6.248 -4.757 -4.295  0.277
H: -1.227 -5.213 0.720  0.509
H: -2.154 -7.633 -0.632  0.288
H: -1.189 -6.704 -2.077  0.247
H: -3.983 -6.072 -0.818  0.255
H: -3.097 -5.270 -2.366  0.246
H: -2.847 -4.555 -0.638  0.253
C: -1.990 0.321 6.699  -0.841
O: -2.384 1.683 6.830  -0.298
C: -3.749 1.814 7.238  -0.551
C: -3.854 2.147 8.729  -0.523
O: -3.411 1.052 9.537  -0.374
C: -2.099 1.258 10.051  -0.683
H: -0.901 0.287 6.605  0.227
H: -2.281 -0.272 7.569  0.455
H: -2.434 -0.106 5.795  0.311
H: -4.320 0.910 6.994  0.359
H: -4.174 2.644 6.663  0.374
H: -4.906 2.319 8.977  0.365
H: -3.298 3.061 8.969  0.333
H: -2.129 2.003 10.852  0.325
H: -1.403 1.582 9.272  0.272
H: -1.740 0.313 10.465  0.245
C: -2.494 5.654 -6.470  -0.682
O: -2.866 5.518 -5.103  -0.369
C: -2.953 4.148 -4.700  -0.701
C: -1.716 3.723 -3.902  -0.310
O: -0.546 3.713 -4.726  -0.371
C: 0.273 4.858 -4.513  -0.770
H: -2.233 6.700 -6.652  0.240
H: -1.631 5.033 -6.722  0.285
H: -3.340 5.387 -7.110  0.324
H: -3.107 3.493 -5.566  0.365
H: -3.833 4.062 -4.054  0.374
H: -1.863 2.698 -3.546  0.354
H: -1.573 4.366 -3.025  0.345
H: 0.792 4.767 -3.554  0.272
H: -0.309 5.783 -4.531  0.390
H: 1.018 4.900 -5.311  0.260

***

[5]
# C20H23BrN2SbTi

A molecular structure, C20H23BrN2SbTi at a distorted geometry (ωB97M-V/def2-TZVPD, the Open Molecules 2025 dataset).

## Properties
Energy relative to the best compared isomer or geometry (same formula, charge and spin)   61.11 kJ/mol
Highest occupied orbital energy   -0.42696 Ha
Total charge   +1
Gap between HOMO and LUMO   7.478 eV
LUMO   -4.14 eV

Last column: natural (NBO) charge in e.
Geometry (Å):
Ti: 0.657 0.388 0.027  1.246
C: 4.426 2.249 0.008  -0.256
C: 5.253 1.128 -0.058  -0.083
C: 4.700 -0.130 0.087  -0.230
C: 3.330 -0.265 0.268  0.258
N: 2.534 0.839 0.340  -0.566
C: 3.084 2.063 0.217  0.112
C: 2.627 -1.544 0.430  -0.038
C: 3.273 -2.781 0.350  -0.181
C: 2.586 -3.944 0.639  -0.194
C: 1.255 -3.895 1.029  -0.181
C: 0.588 -2.675 1.060  -0.193
C: 1.250 -1.499 0.735  -0.446
H: 4.827 3.244 -0.110  0.247
H: 6.317 1.244 -0.212  0.241
H: 5.325 -1.009 0.050  0.240
H: 2.406 2.903 0.280  0.230
H: 4.316 -2.835 0.065  0.214
H: 3.093 -4.898 0.576  0.230
H: 0.734 -4.804 1.303  0.226
H: -0.459 -2.671 1.342  0.205
C: -3.853 3.236 1.963  -0.636
C: -2.556 2.913 1.284  -0.023
C: -2.154 3.610 0.133  -0.130
C: -0.987 3.277 -0.530  -0.213
C: -0.246 2.219 -0.018  -0.102
Br: 1.074 0.241 -2.376  -0.304
N: -0.614 1.577 1.086  -0.501
C: -1.743 1.895 1.742  0.041
H: -3.933 4.302 2.173  0.239
H: -3.961 2.689 2.897  0.230
H: -4.685 2.971 1.308  0.236
H: -2.778 4.409 -0.251  0.233
H: -0.682 3.797 -1.427  0.240
H: -1.980 1.334 2.638  0.217
C: -3.546 -1.803 0.062  -0.962
Sb: -1.789 -0.952 -0.841  1.136
C: -2.820 0.041 -2.445  -0.959
C: -1.164 -2.687 -1.937  -0.961
H: -4.093 -2.343 -0.707  0.241
H: -4.172 -1.010 0.466  0.233
H: -3.273 -2.487 0.863  0.235
H: -3.581 -0.643 -2.815  0.235
H: -2.112 0.276 -3.237  0.247
H: -3.292 0.956 -2.090  0.230
H: -1.891 -2.887 -2.722  0.236
H: -1.102 -3.543 -1.269  0.235
H: -0.189 -2.498 -2.378  0.247

***

[6]
# C5H14N4

2 unconnected molecules or ions with the total composition C5H14N4 at a distorted geometry (ωB97M-V/def2-TZVPD, the Open Molecules 2025 dataset).

## Properties
Energy relative to the best compared isomer or geometry (same formula, charge and spin)   228.70 kJ/mol
Highest occupied orbital energy   -0.63732 Ha
Total charge   +2
Gap between HOMO and LUMO   10.148 eV
LUMO   -7.19 eV

Last column: natural (NBO) charge in e.
Geometry (Å):
C: 0.801 -0.033 0.033  0.461
C: 2.958 -0.844 0.204  -0.244
C: 2.868 0.693 -0.275  -0.246
C: -1.792 -0.650 -0.415  -0.268
C: -1.144 0.276 0.701  0.074
N: 1.498 -0.873 0.725  -0.579
N: 1.462 0.800 -0.715  -0.591
N: -1.459 1.569 0.473  -0.762
N: -3.281 -0.635 -0.352  -0.698
H: 3.131 -1.695 -0.616  0.251
H: 3.678 -0.989 1.074  0.264
H: 3.065 1.367 0.626  0.233
H: 3.541 0.894 -1.115  0.257
H: -1.417 -0.280 -1.352  0.243
H: -1.469 -1.631 -0.312  0.248
H: -1.112 0.001 1.761  0.248
H: 1.140 -1.710 1.260  0.452
H: 1.128 1.685 -1.184  0.455
H: -0.944 2.257 0.820  0.411
H: -1.837 1.664 -0.439  0.371
H: -3.541 -0.437 0.707  0.479
H: -3.651 -1.555 -0.654  0.476
H: -3.625 0.127 -0.955  0.461

***

Among the records above, which one has the highest total charge? C5H14N4